[1]
{"formula": "C13H25BN2O4", "method": "wB97M-V/def2-TZVPD", "elements": ["C", "C", "C", "C", "C", "N", "C", "O", "C", "N", "C", "O", "C", "C", "C", "C", "C", "B", "O", "O", "H", "H", "H", "H", "H", "H", "H", "H", "H", "H", "H", "H", "H", "H", "H", "H", "H", "H", "H", "H", "H", "H", "H", "H", "H"], "coordinates": [[2.153, -1.704, -3.872], [2.684, -1.603, -2.436], [3.656, -0.449, -2.285], [1.439, -1.500, -1.510], [1.630, -1.239, -0.036], [0.413, -1.628, 0.716], [0.427, -1.780, 2.080], [1.463, -1.642, 2.693], [-0.916, -2.037, 2.714], [-1.686, -0.791, 2.784], [-2.144, -0.216, 1.648], [-2.127, -0.789, 0.570], [-2.677, 1.188, 1.715], [-1.555, 2.250, 1.451], [-2.010, 3.165, 0.264], [-3.084, 2.343, -0.447], [-3.764, 1.495, 0.637], [1.829, 0.289, 0.235], [2.061, 0.806, 1.485], [1.653, 1.150, -0.822], [2.970, -1.824, -4.602], [1.602, -0.780, -4.061], [1.456, -2.533, -3.932], [3.248, -2.509, -2.148], [3.067, 0.476, -2.416], [4.423, -0.488, -3.078], [4.121, -0.372, -1.308], [0.891, -2.432, -1.611], [0.799, -0.706, -1.918], [2.449, -1.830, 0.341], [-0.476, -1.396, 0.313], [-0.892, -2.442, 3.726], [-1.439, -2.768, 2.077], [-1.644, -0.253, 3.680], [-3.087, 1.337, 2.724], [-1.347, 2.890, 2.305], [-0.636, 1.715, 1.159], [-1.168, 3.403, -0.409], [-2.447, 4.067, 0.633], [-2.558, 1.635, -1.109], [-3.824, 2.871, -1.058], [-4.116, 0.523, 0.296], [-4.623, 2.024, 1.085], [1.970, 0.067, 2.126], [1.817, 2.020, -0.402]], "mulliken_charge": [-1.50, 0.83, -1.28, -1.32, -0.02, -0.06, 0.70, -0.73, -0.96, -0.18, 0.20, -0.78, 0.30, 0.15, -0.64, -0.56, -1.04, 0.65, -0.75, -0.75, 0.40, 0.35, 0.39, 0.25, 0.21, 0.42, 0.27, 0.54, 0.31, 0.24, 0.44, 0.44, 0.28, 0.28, 0.45, 0.35, -0.51, 0.30, 0.32, 0.18, 0.42, 0.40, 0.32, 0.40, 0.28], "homo_lumo_gap_ev": 9.91, "smiles": "CC(C)C[C@H](NC(=O)CNC(=O)C1CCCC1)B(O)O", "e_homo_ev": -9.2915, "charge": 0, "e_above_lowest_kj_mol": 0.0, "energy_ha": -945.832900, "max_force_ha_per_bohr": 0.040}



[2]
{"formula": "C2H2ClF", "method": "wB97M-V/def2-TZVPD", "elements": ["C", "C", "F", "H", "Cl", "H"], "coordinates": [[0.686, 0.225, 0.035], [1.531, -0.540, 0.396], [2.659, -1.115, 0.647], [-0.312, 0.631, 0.052], [-2.633, 0.877, -0.228], [-1.932, -0.078, -0.901]], "mulliken_charge": [0.02, 0.17, -0.21, 0.05, -0.31, 0.29], "homo_lumo_gap_ev": 11.32, "smiles": "C#CF.Cl", "e_homo_ev": -10.7731, "charge": 0, "e_above_lowest_kj_mol": 232.7, "energy_ha": -637.347102, "max_force_ha_per_bohr": 0.041}



[3]
{"formula": "C3H6ClNO", "method": "wB97M-V/def2-TZVPD", "elements": ["C", "C", "C", "N", "O", "Cl", "H", "H", "H", "H", "H", "H"], "coordinates": [[-1.430, -2.334, -0.516], [0.430, 1.034, -0.492], [0.688, -0.463, -0.112], [-1.667, -1.792, 0.511], [0.506, -1.376, -1.121], [-2.072, -3.059, -1.857], [-0.599, 1.053, -0.572], [0.829, 1.768, 0.324], [0.963, 1.324, -1.323], [-0.038, -0.839, 0.641], [1.633, -0.546, 0.441], [-2.331, -2.098, 1.174]], "mulliken_charge": [0.48, -0.94, -0.08, -0.37, -0.62, -0.04, 0.28, 0.25, 0.30, 0.17, 0.33, 0.24], "homo_lumo_gap_ev": [8.39, 8.40], "e_homo_ev": [-8.8071, -8.8221], "charge": 0, "e_above_lowest_kj_mol": 492.2, "energy_ha": -707.926626, "max_force_ha_per_bohr": 0.083}



[4]
{"formula": "C5H12N2O", "method": "wB97M-V/def2-TZVPD", "elements": ["C", "C", "C", "C", "C", "H", "H", "H", "H", "H", "H", "H", "H", "H", "H", "H", "H", "N", "N", "O"], "coordinates": [[-1.563, 0.742, -1.755], [-1.169, 0.865, -0.323], [0.805, -0.485, -0.580], [1.201, -2.019, -0.089], [1.950, 0.636, -0.441], [-2.534, 1.200, -2.206], [-0.733, 0.997, -2.361], [-1.601, -0.464, -2.173], [-2.203, 0.760, 0.080], [-1.112, 1.902, -0.084], [0.559, -0.498, -1.578], [0.299, -2.761, -0.517], [2.412, -2.131, -0.515], [1.257, -2.417, 1.285], [2.710, 0.231, -1.044], [2.293, 0.664, 0.660], [1.663, 1.637, -0.662], [-0.396, -0.094, 0.124], [-0.322, -0.376, 1.435], [-0.666, 0.718, 2.166]], "mulliken_charge": [-1.29, -0.12, 0.08, -0.87, -1.35, 0.32, 0.36, 0.23, 0.33, 0.38, 0.26, 0.28, 0.27, 0.26, 0.44, 0.30, 0.37, 0.63, -0.41, -0.47], "homo_lumo_gap_ev": 9.54, "e_homo_ev": -9.4364, "charge": 0, "e_above_lowest_kj_mol": 808.2, "energy_ha": -382.194710, "max_force_ha_per_bohr": 0.161}



[5]
{"formula": "C24H42ClN7O7Pb", "method": "wB97M-V/def2-TZVPD", "elements": ["Pb", "C", "C", "N", "C", "C", "N", "C", "C", "C", "N", "C", "C", "N", "C", "H", "H", "H", "H", "H", "H", "H", "H", "H", "H", "H", "H", "H", "H", "H", "H", "H", "H", "H", "H", "H", "H", "H", "H", "C", "C", "N", "C", "C", "N", "C", "O", "O", "C", "O", "O", "H", "H", "H", "H", "H", "O", "C", "C", "C", "C", "C", "C", "N", "H", "H", "H", "H", "H", "H", "H", "H", "H", "H", "H", "Cl", "C", "C", "O", "O", "H", "H"], "coordinates": [[-0.425, 0.329, -0.189], [-3.481, -2.101, 0.150], [-2.621, -2.520, -1.045], [-1.232, -2.055, -0.993], [-0.258, -3.009, -0.452], [-0.076, -2.887, 1.060], [0.412, -1.563, 1.436], [0.421, -1.374, 2.891], [1.211, -0.136, 3.316], [0.467, 1.218, 3.285], [-0.614, 1.341, 2.292], [-1.982, 1.313, 2.827], [-2.855, 0.196, 2.250], [-2.840, 0.236, 0.793], [-3.849, -0.614, 0.158], [-2.972, -2.352, 1.083], [-4.405, -2.683, 0.116], [-3.084, -2.112, -1.946], [-2.645, -3.616, -1.124], [-0.934, -1.802, -1.929], [0.698, -2.793, -0.929], [-0.544, -4.043, -0.688], [0.618, -3.676, 1.390], [-1.028, -3.065, 1.568], [1.370, -1.448, 1.088], [0.868, -2.260, 3.367], [-0.610, -1.303, 3.247], [2.092, -0.066, 2.680], [1.563, -0.287, 4.338], [1.219, 1.978, 3.080], [0.060, 1.416, 4.283], [-0.480, 2.208, 1.783], [-2.478, 2.265, 2.615], [-1.958, 1.183, 3.912], [-3.877, 0.326, 2.636], [-2.499, -0.781, 2.585], [-3.005, 1.201, 0.506], [-3.975, -0.267, -0.870], [-4.817, -0.493, 0.665], [4.939, -2.909, 0.101], [4.732, -1.436, 0.162], [3.589, -0.823, 0.360], [3.842, 0.524, 0.325], [5.180, 0.727, 0.121], [5.739, -0.540, 0.030], [5.950, 1.977, -0.011], [7.155, 1.976, 0.619], [5.596, 2.925, -0.645], [2.814, 1.587, 0.702], [3.079, 2.226, 1.718], [1.811, 1.718, -0.069], [3.977, -3.399, -0.023], [5.404, -3.276, 1.018], [5.587, -3.176, -0.735], [6.696, -0.744, -0.201], [7.204, 1.279, 1.282], [1.031, -0.938, -2.214], [1.890, -0.494, -3.000], [2.278, -1.334, -4.201], [3.700, -1.898, -4.069], [4.777, -0.911, -4.518], [4.835, 0.361, -3.678], [3.555, 1.201, -3.689], [2.506, 0.669, -2.834], [2.207, -0.733, -5.112], [1.555, -2.144, -4.265], [3.775, -2.799, -4.682], [3.876, -2.197, -3.030], [4.606, -0.648, -5.567], [5.750, -1.407, -4.462], [5.657, 0.987, -4.032], [5.049, 0.101, -2.643], [3.185, 1.309, -4.713], [3.792, 2.191, -3.306], [2.304, 1.151, -1.948], [-4.728, 2.307, -2.569], [-3.131, 3.105, -2.632], [-2.174, 2.280, -1.764], [-1.647, 1.276, -2.305], [-2.023, 2.639, -0.569], [-3.252, 4.111, -2.244], [-2.810, 3.107, -3.669]], "mulliken_charge": [1.93, -0.44, -0.98, 0.08, -0.84, -1.01, 0.74, -1.17, 0.03, -1.37, -0.03, -1.12, -0.71, 0.19, -0.76, 0.12, 0.41, 0.44, 0.29, 0.29, 0.04, 0.45, 0.45, 0.47, -0.03, 0.68, 0.22, -0.24, 0.50, 0.49, 0.40, 0.45, 0.43, 0.34, 0.47, 0.26, 0.17, 0.19, 0.38, -1.52, 0.28, 0.12, 0.68, -0.29, 0.09, 0.54, -0.52, -0.51, -0.12, -0.74, -0.85, 0.18, 0.41, 0.41, 0.26, 0.37, -0.26, 0.22, -1.21, -0.23, -0.91, -0.08, -1.02, 0.21, 0.44, 0.31, 0.39, 0.06, 0.33, 0.40, 0.38, -0.07, 0.33, 0.53, 0.11, -0.23, -0.57, 0.69, -0.75, -0.74, 0.34, 0.31], "homo_lumo_gap_ev": 8.02, "e_homo_ev": -7.7717, "charge": 0, "e_above_lowest_kj_mol": 44.4, "energy_ha": -2502.894769, "max_force_ha_per_bohr": 0.017}



[6]
{"formula": "C5H8O", "method": "wB97M-V/def2-TZVPD", "elements": ["C", "C", "C", "C", "C", "O", "H", "H", "H", "H", "H", "H", "H", "H"], "coordinates": [[2.103, -0.818, -0.245], [0.974, -0.322, -0.742], [0.325, 0.940, -0.231], [-0.735, 0.579, 0.806], [-1.931, -0.202, 0.304], [-0.599, 0.871, 1.974], [2.651, -0.297, 0.537], [2.515, -1.760, -0.596], [0.441, -0.870, -1.520], [1.059, 1.587, 0.258], [-0.141, 1.494, -1.056], [-2.636, -0.365, 1.120], [-2.424, 0.332, -0.517], [-1.602, -1.170, -0.090]], "mulliken_charge": [-0.77, -0.12, -0.68, 0.78, -1.11, -0.55, 0.25, 0.27, 0.36, 0.32, 0.32, 0.32, 0.33, 0.30], "homo_lumo_gap_ev": 10.37, "smiles": "C=CCC(C)=O", "e_homo_ev": -9.3902, "charge": 0, "e_above_lowest_kj_mol": 79.9, "energy_ha": -270.527461, "max_force_ha_per_bohr": 0.010}